{
  "formula": "C34H34IrN2O2PS4",
  "method": "ωB97M-V with the def2-TZVPD basis set",
  "symbols": ["Ir", "C", "C", "C", "C", "C", "C", "C", "C", "S", "C", "N", "C", "C", "C", "C", "C", "C", "C", "C", "H", "H", "H", "H", "H", "H", "H", "H", "H", "H", "H", "H", "H", "H", "H", "H", "C", "C", "O", "P", "S", "S", "O", "C", "C", "H", "H", "H", "H", "H", "H", "H", "H", "H", "H", "S", "C", "C", "C", "C", "C", "C", "N", "C", "C", "C", "C", "C", "C", "C", "H", "H", "H", "H", "H", "H", "H", "H"],
  "positions_angstrom": [[1.249998, 0.132975, -0.324965], [-3.781944, -0.334544, 2.691516], [-4.345478, -0.917136, 1.388658], [-4.673845, 0.230656, 0.423506], [-5.637658, -1.665044, 1.714694], [-3.302650, -1.825998, 0.735758], [-3.574255, -3.154048, 0.375950], [-2.638908, -3.948735, -0.263486], [-1.396176, -3.405058, -0.560053], [-0.025731, -4.133825, -1.353211], [0.841897, -2.642822, -1.160125], [0.174376, -1.676652, -0.578925], [-1.109310, -2.081958, -0.208525], [-2.051352, -1.302753, 0.448650], [2.223220, -2.361417, -1.500653], [3.106772, -3.288107, -2.058615], [4.410286, -2.914354, -2.304561], [4.803924, -1.602726, -2.000705], [3.923665, -0.690194, -1.455484], [2.586863, -1.033625, -1.160027], [-4.522928, 0.318718, 3.158888], [-2.881398, 0.253481, 2.515837], [-3.530260, -1.129634, 3.396916], [-5.386118, 0.917899, 0.888387], [-5.117289, -0.155004, -0.497073], [-3.783159, 0.794432, 0.143623], [-6.344163, -0.975760, 2.181809], [-5.464992, -2.489837, 2.410035], [-6.111319, -2.065836, 0.816503], [-4.538752, -3.586385, 0.603431], [-2.875485, -4.972950, -0.521872], [-1.787977, -0.288642, 0.708472], [2.775585, -4.294968, -2.293669], [5.114924, -3.617999, -2.728614], [5.828847, -1.301728, -2.190508], [4.254960, 0.318020, -1.238085], [-0.756241, 3.351267, -5.865165], [-0.751704, 1.902901, -5.417462], [-1.196914, 1.711771, -4.069602], [-0.367903, 2.264272, -2.802589], [-1.059704, 1.176013, -1.281031], [1.555019, 2.273593, -3.120272], [-0.976525, 3.766196, -2.798155], [-0.551845, 4.791494, -1.895131], [-1.112343, 4.643902, -0.494737], [-0.541400, 3.395468, -6.936024], [0.002755, 3.923134, -5.334551], [-1.727330, 3.811124, -5.678528], [0.246606, 1.469761, -5.517822], [-1.450133, 1.317906, -6.018181], [-0.913211, 5.718846, -2.344985], [0.540107, 4.826945, -1.893567], [-2.193999, 4.505317, -0.534873], [-0.889164, 5.548442, 0.077002], [-0.681950, 3.792504, 0.026266], [2.702709, -0.133284, 4.344908], [2.698424, -1.829890, 3.988840], [3.041629, -2.903490, 4.807003], [2.980372, -4.177015, 4.274200], [2.591764, -4.380495, 2.945137], [2.252638, -3.317218, 2.132580], [2.301701, -2.028026, 2.659740], [1.986869, -0.864678, 1.969396], [2.177002, 0.193192, 2.694221], [2.119082, 1.569071, 2.155687], [2.356984, 2.632370, 3.034258], [2.446297, 3.925902, 2.568827], [2.291862, 4.147630, 1.199583], [2.018583, 3.097934, 0.343809], [1.894979, 1.758463, 0.769383], [3.358906, -2.742768, 5.829170], [3.241866, -5.027361, 4.891279], [2.558686, -5.385469, 2.544059], [1.970770, -3.469040, 1.103250], [2.478891, 2.444468, 4.096612], [2.647682, 4.743200, 3.250012], [2.388037, 5.154264, 0.804619], [1.905975, 3.292944, -0.710639]],
  "forces_ev_per_angstrom": [[-2.245, -0.151, 1.159], [0.004, -0.022, 0.031], [0.046, -0.039, 0.003], [-0.014, 0.004, -0.021], [-0.033, 0.015, 0.032], [0.002, -0.013, -0.004], [-0.070, 0.030, 0.052], [0.130, -0.018, -0.038], [-0.185, 0.005, 0.064], [-0.039, 0.026, 0.131], [0.283, 0.250, 0.147], [-0.100, -0.533, -0.883], [0.449, 0.058, -0.148], [0.003, -0.105, 0.001], [-0.500, 0.042, 0.058], [0.084, 0.035, -0.069], [-0.042, 0.100, 0.033], [0.053, -0.055, -0.070], [-0.127, -0.045, -0.066], [1.289, -0.012, 0.186], [0.001, 0.005, 0.001], [-0.007, 0.010, -0.013], [-0.005, -0.005, -0.005], [-0.005, -0.002, -0.007], [0.001, -0.005, 0.002], [0.015, -0.001, 0.014], [-0.005, -0.002, 0.003], [0.011, 0.006, 0.000], [0.001, 0.015, -0.006], [0.006, -0.001, -0.024], [-0.001, -0.002, -0.008], [0.002, 0.027, 0.026], [-0.044, 0.010, 0.016], [0.011, 0.005, 0.004], [-0.005, -0.002, -0.018], [0.015, -0.018, 0.040], [-0.009, 0.002, 0.016], [0.016, -0.063, 0.081], [-0.094, 0.106, -0.073], [0.139, -0.096, -0.331], [0.262, 0.186, 0.384], [0.166, 0.081, -0.090], [-0.257, 0.023, 0.248], [0.063, -0.044, -0.155], [-0.025, -0.035, -0.008], [-0.008, 0.004, 0.005], [0.018, -0.005, 0.014], [-0.014, -0.013, -0.014], [-0.004, 0.043, -0.006], [0.021, -0.019, 0.017], [0.018, -0.019, -0.019], [0.067, -0.026, 0.057], [-0.003, 0.033, 0.000], [-0.004, -0.003, -0.005], [0.025, -0.032, -0.005], [0.022, -0.063, -0.051], [0.037, -0.087, 0.035], [-0.032, 0.098, -0.041], [-0.004, -0.071, -0.032], [0.002, 0.013, 0.042], [0.031, -0.034, 0.110], [-0.248, 0.244, -0.118], [0.047, 0.235, 0.143], [0.162, 0.281, -0.447], [-0.207, -0.522, 0.290], [-0.028, 0.074, 0.059], [-0.015, -0.021, -0.065], [-0.012, 0.031, 0.063], [-0.051, -0.090, 0.086], [1.011, 0.119, -0.543], [-0.020, -0.007, 0.014], [0.011, 0.005, 0.001], [0.009, -0.007, 0.016], [-0.058, 0.031, -0.122], [0.030, -0.017, -0.014], [-0.016, 0.009, -0.004], [-0.014, -0.014, -0.010], [-0.014, 0.062, -0.148]],
  "lowdin_charge": [0.998, -0.046, -0.557, -0.041, -0.079, -0.162, -0.037, -0.085, -0.459, 1.087, -0.553, -0.085, -0.280, -0.020, -0.267, -0.074, -0.115, -0.104, -0.103, -0.278, 0.081, 0.080, 0.089, 0.083, 0.092, 0.055, 0.081, 0.084, 0.081, 0.094, 0.103, 0.049, 0.094, 0.088, 0.092, 0.092, -0.101, -0.319, -0.359, -0.155, 0.334, 0.270, -0.351, -0.302, -0.101, 0.071, 0.053, 0.075, 0.081, 0.110, 0.111, 0.085, 0.075, 0.074, 0.031, 1.081, -0.476, -0.105, -0.108, -0.088, 0.002, -0.282, 0.066, -0.503, -0.263, -0.100, -0.111, -0.104, -0.156, -0.263, 0.100, 0.094, 0.098, 0.095, 0.070, 0.090, 0.096, 0.005],
  "orbital_gap_ev": [5.97, 6.21],
  "largest_force_ha_per_bohr": 0.04922,
  "de_lowest_kcal_mol": 0.0,
  "spin_multiplicity": 2,
  "energy_ev": -98359.3488,
  "total_charge": -1,
  "e_homo_ha": [-0.133, -0.142]
}